# 1
Here is a 3-piece molecular cluster, C31H68N4O13P3 overall in a non-equilibrium geometry from OMol25. Energies are from the ωB97M-V functional and the def2-TZVPD basis.

Each line ends with the Löwdin charge.
Element x y z (Å)
C: -2.204 7.023 -0.728  -0.14
C: -2.760 6.163 -1.985  -0.25
C: -2.883 4.618 -1.470  -0.22
C: -2.725 3.554 -2.695  -0.20
C: -1.287 3.658 -3.425  -0.21
C: -0.305 2.415 -3.066  -0.19
C: 0.558 2.853 -1.775  -0.19
C: 2.134 2.598 -2.079  -0.20
C: 3.083 3.835 -1.631  -0.19
C: 4.454 3.224 -1.022  -0.21
C: 4.713 3.603 0.517  -0.21
C: 3.414 3.335 1.468  -0.18
C: 3.843 2.690 2.908  -0.12
C: 2.929 3.232 4.123  -0.22
N: 3.887 3.614 5.248  0.09
C: 3.146 3.649 6.544  -0.13
N: 3.704 3.349 7.723  0.11
O: 5.026 2.990 7.711  0.02
C: 5.111 1.567 7.446  -0.14
N: 5.006 0.359 7.372  0.21
N: 1.715 4.071 6.434  0.07
C: 1.013 2.858 5.878  -0.09
C: 1.784 2.209 4.594  -0.39
O: 2.261 0.921 5.041  -0.03
C: 0.669 2.070 3.431  -0.10
C: 0.886 0.741 2.492  -0.21
C: -0.109 -0.383 3.080  -0.20
P: 0.299 -2.160 2.515  0.71
O: -0.597 -3.079 3.401  -0.36
O: -0.160 -2.478 0.902  -0.25
C: 0.193 -1.402 -0.017  -0.26
C: 1.769 -1.179 -0.233  -0.08
O: 1.920 -2.608 2.884  -0.29
C: 2.279 -3.875 2.263  -0.28
C: 3.902 -3.923 2.081  -0.08
H: -1.083 7.253 -0.871  0.07
H: -2.367 6.387 0.210  0.06
H: -2.844 7.971 -0.596  0.07
H: -2.097 6.263 -2.911  0.09
H: -3.808 6.589 -2.230  0.11
H: -3.948 4.476 -1.048  0.11
H: -2.160 4.390 -0.613  0.09
H: -3.613 3.641 -3.427  0.11
H: -2.786 2.493 -2.231  0.10
H: -1.477 3.646 -4.556  0.11
H: -0.721 4.617 -3.157  0.09
H: -0.957 1.497 -2.827  0.11
H: 0.341 2.239 -4.003  0.11
H: 0.437 3.948 -1.464  0.09
H: 0.180 2.211 -0.887  0.10
H: 2.445 1.705 -1.421  0.06
H: 2.336 2.274 -3.167  0.12
H: 3.315 4.428 -2.595  0.12
H: 2.573 4.507 -0.838  0.10
H: 5.326 3.660 -1.641  0.11
H: 4.532 2.080 -1.114  0.11
H: 5.059 4.686 0.660  0.12
H: 5.562 2.922 0.893  0.11
H: 2.757 2.544 0.929  0.11
H: 2.851 4.324 1.587  0.11
H: 3.883 1.551 2.812  0.12
H: 4.918 3.068 3.118  0.12
H: 2.477 4.237 3.762  0.16
H: 4.120 4.626 5.103  0.17
H: 3.142 3.428 8.586  0.21
H: 1.347 4.199 7.394  0.13
H: -0.071 3.142 5.635  0.14
H: 0.976 2.052 6.713  0.15
H: 2.977 0.569 4.466  0.11
H: 0.769 2.982 2.724  0.12
H: -0.411 2.042 3.821  0.12
H: 0.648 1.084 1.427  0.09
H: 1.979 0.404 2.522  0.09
H: 0.039 -0.366 4.232  0.11
H: -1.231 -0.141 2.927  0.13
H: -0.382 -0.432 0.257  0.11
H: -0.235 -1.711 -1.052  0.13
H: 2.222 -1.867 -1.046  0.10
H: 2.412 -1.317 0.704  0.06
H: 1.908 -0.073 -0.557  0.06
H: 1.848 -4.040 1.216  0.12
H: 1.910 -4.725 2.951  0.13
H: 4.129 -3.421 1.058  0.07
H: 4.299 -5.000 2.001  0.08
H: 4.386 -3.310 2.915  0.08
C: -1.160 -5.021 -5.085  -0.13
O: -2.071 -4.000 -4.690  -0.28
P: -1.559 -2.416 -5.131  0.73
O: -0.727 -2.306 -3.855  -0.28
O: -3.048 -1.783 -4.867  -0.25
C: -4.145 -2.561 -4.429  -0.12
O: -1.046 -0.848 -5.629  -0.27
C: -0.234 -0.868 -6.798  -0.16
H: -1.562 -5.987 -4.773  0.09
H: -1.050 -5.016 -6.172  0.08
H: -0.186 -4.867 -4.614  0.08
H: -3.945 -3.002 -3.451  0.09
H: -4.383 -3.333 -5.164  0.09
H: -5.014 -1.905 -4.337  0.09
H: -0.790 -1.299 -7.633  0.08
H: 0.671 -1.455 -6.614  0.08
H: 0.049 0.156 -7.048  0.09
C: -6.473 -5.471 -0.531  -0.14
O: -6.139 -6.369 -1.584  -0.29
P: -4.556 -7.030 -1.446  0.72
O: -3.935 -5.826 -2.147  -0.26
O: -4.884 -8.205 -2.542  -0.25
C: -6.129 -8.318 -3.207  -0.12
O: -3.017 -7.769 -1.223  -0.25
C: -2.627 -7.861 0.144  -0.15
H: -7.490 -5.107 -0.691  0.09
H: -6.431 -5.995 0.427  0.08
H: -5.785 -4.623 -0.519  0.08
H: -6.328 -7.433 -3.815  0.09
H: -6.934 -8.486 -2.488  0.09
H: -6.085 -9.184 -3.870  0.09
H: -3.351 -8.462 0.700  0.08
H: -2.563 -6.861 0.582  0.08
H: -1.648 -8.339 0.200  0.09

Total energy in eV: -93673.6309
Gap between HOMO and LUMO in hartree: 0.2066
Strongest force on any atom in eV Å⁻¹: 10.05
Charge: +1
M in g/mol: 797.8
Lowest unoccupied orbital energy in Ha: -0.17006

# 2
Here is a 5-piece molecular cluster, C31H68N4O7P overall in a non-equilibrium geometry from OMol25. Energies are from the ωB97M-V functional and the def2-TZVPD basis.

Each line ends with the Löwdin charge.
Element x y z (Å)
C: -1.286 -0.047 3.919  -0.10
C: -2.713 -0.278 3.265  -0.20
C: -3.376 1.103 2.772  -0.22
O: -3.993 0.953 1.450  -0.29
P: -2.786 1.053 0.271  1.07
C: -3.644 0.500 -1.321  -0.26
C: -3.186 -0.951 -1.769  -0.24
C: -1.631 -1.033 -2.102  -0.19
C: -0.858 -2.174 -1.301  -0.18
C: 0.378 -1.504 -0.527  -0.23
C: 1.474 -2.540 -0.075  -0.20
C: 2.467 -3.023 -1.221  -0.20
C: 2.504 -2.110 -2.507  -0.21
C: 3.647 -2.542 -3.544  -0.19
C: 5.079 -2.008 -3.110  -0.21
C: 5.959 -1.436 -4.285  -0.17
C: 5.413 -0.098 -4.946  -0.23
O: 4.386 0.566 -4.206  -0.22
C: 4.925 1.265 -3.070  -0.11
C: -2.226 2.798 -0.006  -0.17
C: -0.924 3.158 0.996  -0.24
C: 0.030 1.871 1.359  -0.04
O: 0.410 3.035 0.380  -0.14
H: -1.240 -0.606 4.901  0.08
H: -0.481 -0.447 3.236  0.07
H: -1.059 1.033 4.150  0.07
H: -2.641 -0.941 2.346  0.10
H: -3.425 -0.706 4.033  0.07
H: -2.610 1.937 2.756  0.10
H: -4.220 1.337 3.480  0.13
H: -1.764 0.092 0.494  0.05
H: -3.305 1.223 -2.117  0.10
H: -4.765 0.589 -1.253  0.11
H: -3.777 -1.267 -2.680  0.12
H: -3.437 -1.662 -0.926  0.08
H: -1.521 -1.285 -3.199  0.12
H: -1.150 -0.022 -1.909  0.09
H: -1.526 -2.738 -0.593  0.09
H: -0.447 -2.921 -2.045  0.11
H: 0.761 -0.625 -1.113  0.09
H: -0.083 -1.067 0.424  0.07
H: 1.006 -3.468 0.378  0.12
H: 2.103 -2.063 0.741  0.11
H: 2.226 -4.095 -1.495  0.11
H: 3.503 -3.050 -0.756  0.11
H: 1.517 -2.245 -3.038  0.10
H: 2.707 -1.025 -2.261  0.10
H: 3.691 -3.672 -3.491  0.11
H: 3.377 -2.220 -4.586  0.11
H: 4.922 -1.289 -2.253  0.10
H: 5.662 -2.877 -2.669  0.11
H: 6.995 -1.208 -3.859  0.09
H: 6.097 -2.202 -5.096  0.12
H: 6.311 0.578 -5.109  0.09
H: 5.042 -0.334 -5.991  0.13
H: 5.902 0.800 -2.728  0.10
H: 4.185 1.093 -2.228  0.09
H: 5.127 2.354 -3.262  0.09
H: -3.011 3.482 0.421  0.11
H: -1.899 3.054 -1.046  0.11
H: -1.091 3.948 1.829  0.13
H: 0.677 1.922 2.278  0.12
H: 0.177 1.132 0.527  0.09
C: -4.770 -3.000 5.510  -0.32
O: -3.971 -2.135 5.194  -0.01
N: -6.032 -2.774 5.948  -0.20
C: -6.926 -3.857 6.307  -0.05
C: -6.502 -1.405 6.062  -0.04
H: -4.516 -4.070 5.461  0.14
H: -7.815 -3.813 5.673  0.09
H: -7.219 -3.749 7.353  0.09
H: -6.440 -4.823 6.172  0.09
H: -6.450 -0.923 5.083  0.09
H: -5.858 -0.859 6.755  0.10
H: -7.529 -1.386 6.425  0.09
C: -4.344 -4.845 -0.792  -0.32
O: -3.551 -3.978 -1.115  0.00
N: -5.609 -4.623 -0.359  -0.20
C: -6.497 -5.710 0.008  -0.05
C: -6.090 -3.258 -0.260  -0.04
H: -4.081 -5.913 -0.829  0.14
H: -7.384 -5.679 -0.628  0.09
H: -6.794 -5.593 1.053  0.09
H: -6.003 -6.673 -0.116  0.09
H: -6.038 -2.786 -1.244  0.09
H: -5.451 -2.700 0.429  0.09
H: -7.117 -3.242 0.100  0.09
C: 8.902 0.791 -4.965  -0.35
O: 8.749 0.003 -4.051  0.00
N: 9.709 1.881 -4.929  -0.20
C: 9.839 2.777 -6.061  -0.06
C: 10.464 2.157 -3.721  -0.04
H: 8.376 0.675 -5.926  0.13
H: 10.883 2.798 -6.383  0.09
H: 9.530 3.781 -5.761  0.09
H: 9.217 2.445 -6.892  0.09
H: 11.118 1.310 -3.503  0.09
H: 9.773 2.287 -2.885  0.09
H: 11.062 3.059 -3.845  0.09
C: -1.179 8.533 4.423  -0.35
O: -0.311 8.953 5.155  0.03
N: -1.123 7.359 3.736  -0.21
C: -2.200 6.920 2.877  -0.07
C: 0.054 6.522 3.870  -0.04
H: -2.114 9.091 4.250  0.13
H: -2.576 5.959 3.241  0.08
H: -1.818 6.803 1.859  0.08
H: -3.015 7.643 2.872  0.09
H: 0.180 6.247 4.919  0.10
H: 0.932 7.085 3.547  0.10
H: -0.047 5.622 3.264  0.06

Total energy in eV: -62820.0503
Gap between HOMO and LUMO in hartree: 0.2985
Strongest force on any atom in eV Å⁻¹: 4.63
Charge: +1
M in g/mol: 639.9
Lowest unoccupied orbital energy in Ha: -0.09161

# 3
Here is a 3-piece molecular cluster, C31H69N3O9P3 overall in a non-equilibrium geometry from OMol25. Energies are from the ωB97M-V functional and the def2-TZVPD basis.

Each line ends with the Löwdin charge.
Element x y z (Å)
C: -0.283 2.095 1.947  -0.11
C: -0.798 3.035 0.824  -0.24
C: -1.717 2.274 -0.167  -0.21
C: -3.180 2.723 -0.042  -0.21
C: -3.869 2.198 1.233  -0.20
C: -4.633 0.901 0.938  -0.20
C: -4.909 0.130 2.253  -0.20
C: -3.823 -0.954 2.396  -0.23
C: -3.778 -1.566 3.799  -0.19
C: -2.530 -2.452 4.088  -0.19
C: -1.775 -2.900 2.834  -0.21
C: -0.561 -3.824 3.178  -0.12
C: 0.646 -3.247 2.512  -0.21
C: 1.516 -2.341 3.045  0.06
N: 2.427 -2.073 2.042  -0.02
C: 3.574 -1.141 2.015  -0.11
C: 4.362 -1.056 3.319  -0.15
C: 5.415 0.067 3.129  -0.17
C: 6.823 -0.507 3.127  -0.27
O: 7.237 -0.982 4.401  -0.05
C: 2.150 -2.777 0.966  -0.07
N: 1.043 -3.514 1.216  -0.10
P: 0.354 -4.585 0.006  0.78
N: -1.071 -5.073 0.335  -0.25
H: -1.013 1.306 2.127  0.04
H: -0.087 2.657 2.859  0.07
H: 0.643 1.623 1.607  0.05
H: -1.296 3.903 1.257  0.10
H: 0.074 3.414 0.287  0.10
H: -1.392 2.536 -1.177  0.10
H: -1.595 1.200 -0.003  0.10
H: -3.223 3.813 -0.012  0.11
H: -3.726 2.384 -0.924  0.10
H: -4.516 2.973 1.649  0.11
H: -3.130 1.958 2.007  0.09
H: -3.988 0.286 0.304  0.10
H: -5.568 1.134 0.429  0.11
H: -5.869 -0.386 2.204  0.11
H: -4.869 0.838 3.083  0.11
H: -4.110 -1.740 1.694  0.12
H: -2.868 -0.494 2.126  0.09
H: -4.677 -2.158 3.971  0.11
H: -3.765 -0.747 4.521  0.11
H: -2.847 -3.349 4.622  0.11
H: -1.835 -1.855 4.685  0.11
H: -2.396 -3.391 2.086  0.10
H: -1.382 -1.999 2.355  0.10
H: -0.422 -3.806 4.258  0.12
H: -0.771 -4.828 2.820  0.10
H: 1.548 -1.887 4.018  0.15
H: 3.184 -0.150 1.775  0.14
H: 4.227 -1.445 1.198  0.12
H: 3.683 -0.835 4.142  0.11
H: 4.902 -1.987 3.495  0.12
H: 5.276 0.501 2.133  0.11
H: 5.309 0.882 3.845  0.12
H: 7.541 0.265 2.827  0.12
H: 6.882 -1.291 2.368  0.11
H: 6.835 -0.386 5.040  0.09
H: 2.721 -2.720 0.053  0.16
H: 0.445 -3.851 -1.191  0.03
H: 1.261 -5.654 -0.033  0.02
H: -1.740 -4.824 -0.383  0.00
O: -6.158 3.596 -2.025  -0.22
P: -7.034 4.743 -2.362  0.53
O: -8.540 4.146 -2.495  -0.20
C: -9.182 3.608 -1.334  -0.27
C: -9.692 4.699 -0.409  -0.08
O: -6.694 4.953 -3.950  -0.23
C: -5.449 4.531 -4.509  -0.28
C: -5.640 3.265 -5.316  -0.07
O: -7.390 6.279 -2.106  -0.20
C: -7.785 7.222 -3.118  -0.25
C: -9.110 6.913 -3.772  -0.07
H: -8.494 2.943 -0.804  0.11
H: -10.015 3.005 -1.692  0.12
H: -8.865 5.273 0.016  0.07
H: -10.267 4.267 0.410  0.08
H: -10.324 5.400 -0.954  0.07
H: -4.697 4.394 -3.733  0.10
H: -5.104 5.338 -5.159  0.12
H: -6.109 2.485 -4.717  0.08
H: -4.684 2.894 -5.690  0.08
H: -6.296 3.454 -6.167  0.08
H: -6.994 7.348 -3.854  0.11
H: -7.864 8.176 -2.595  0.12
H: -9.051 6.030 -4.405  0.07
H: -9.411 7.756 -4.396  0.09
H: -9.883 6.737 -3.025  0.07
O: 6.025 -2.371 -2.210  -0.23
P: 7.470 -2.587 -1.955  0.52
O: 8.027 -3.511 -3.158  -0.20
C: 8.044 -2.990 -4.497  -0.26
C: 9.189 -2.017 -4.712  -0.07
O: 7.406 -3.699 -0.743  -0.22
C: 6.261 -3.800 0.084  -0.31
C: 5.450 -5.024 -0.292  -0.07
O: 8.841 -1.946 -1.455  -0.20
C: 9.818 -2.599 -0.620  -0.24
C: 10.487 -3.789 -1.263  -0.07
H: 7.086 -2.517 -4.723  0.11
H: 8.154 -3.846 -5.160  0.12
H: 9.060 -1.118 -4.105  0.07
H: 9.244 -1.719 -5.758  0.08
H: 10.137 -2.469 -4.422  0.07
H: 5.657 -2.891 0.028  0.08
H: 6.610 -3.896 1.116  0.12
H: 5.201 -5.017 -1.353  0.08
H: 4.524 -5.075 0.289  0.06
H: 6.026 -5.931 -0.104  0.08
H: 9.388 -2.854 0.346  0.11
H: 10.570 -1.835 -0.422  0.12
H: 9.802 -4.627 -1.375  0.07
H: 11.321 -4.115 -0.640  0.09
H: 10.867 -3.536 -2.252  0.08

Total energy in eV: -84026.6569
Gap between HOMO and LUMO in hartree: 0.3227
Strongest force on any atom in eV Å⁻¹: 6.21
Charge: +1
M in g/mol: 720.8
Lowest unoccupied orbital energy in Ha: -0.10303

# 4
Here is a 11-piece molecular cluster, C31H70N2O19S overall in a non-equilibrium geometry from OMol25. Energies are from the ωB97M-V functional and the def2-TZVPD basis.

Each line ends with the Löwdin charge.
Element x y z (Å)
N: -0.658 3.876 0.475  0.29
H: -0.589 3.359 1.377  0.13
H: -0.421 4.828 0.824  0.15
H: -1.511 3.879 0.007  0.01
H: 0.180 3.672 -0.096  0.12
N: 2.541 0.175 -3.058  0.29
H: 2.964 0.834 -2.328  0.18
H: 3.049 -0.032 -3.989  0.19
H: 1.592 0.383 -3.325  0.09
H: 2.193 -0.574 -2.637  -0.01
S: 0.817 1.045 -0.286  0.25
O: 1.469 -0.306 -0.576  -0.40
O: 1.646 1.782 0.704  -0.38
O: 0.876 1.823 -1.525  -0.38
O: -0.498 0.961 0.223  -0.41
O: 0.175 -1.764 -3.653  0.09
C: -0.695 -2.021 -2.895  -0.57
O: -1.243 -3.248 -2.719  -0.04
C: -0.799 -4.334 -3.580  -0.26
C: -2.028 -4.984 -4.142  -0.12
C: -1.428 -1.037 -2.105  -0.01
H: -0.133 -5.035 -2.849  0.16
H: -0.026 -3.934 -4.368  0.14
H: -2.675 -5.750 -3.357  0.15
H: -1.590 -5.612 -5.079  0.11
H: -2.663 -4.330 -4.752  0.06
H: -1.169 -0.012 -2.504  0.09
H: -0.999 -0.997 -1.097  0.08
H: -2.493 -1.233 -2.421  0.13
O: -2.501 4.201 -2.143  0.10
C: -2.455 4.554 -3.320  -0.43
O: -1.662 4.059 -4.303  0.03
C: -0.683 3.157 -3.976  -0.24
C: 0.336 2.948 -5.139  -0.05
C: -3.419 5.615 -3.809  0.01
H: -0.945 2.114 -3.658  0.13
H: -0.261 3.490 -3.093  0.07
H: -0.075 2.379 -5.934  0.05
H: 1.267 2.440 -4.872  0.05
H: 0.892 3.771 -5.792  0.12
H: -4.551 5.450 -3.801  0.10
H: -3.334 6.081 -4.809  0.09
H: -3.175 6.463 -3.189  0.08
O: 2.793 -5.276 -2.393  -0.04
C: 2.998 -3.948 -2.409  -0.40
O: 3.350 -3.364 -3.523  -0.04
C: 3.576 -4.035 -4.767  -0.23
C: 3.922 -3.016 -5.920  -0.06
C: 2.782 -3.113 -1.132  0.05
H: 2.835 -4.779 -5.092  0.12
H: 4.482 -4.607 -4.411  0.14
H: 4.705 -2.394 -5.443  0.07
H: 2.901 -2.614 -6.069  0.07
H: 4.356 -3.565 -6.866  0.12
H: 1.866 -2.697 -0.895  0.03
H: 3.365 -2.179 -1.192  0.09
H: 3.164 -3.799 -0.511  0.04
O: -2.677 3.137 0.538  0.04
C: -3.139 2.405 -0.270  -0.46
O: -4.433 2.392 -0.737  0.01
C: -5.296 3.492 -0.453  -0.25
C: -5.877 4.198 -1.642  -0.07
C: -2.331 1.224 -0.880  -0.03
H: -4.883 4.194 0.242  0.11
H: -6.049 3.179 0.167  0.09
H: -6.251 3.427 -2.394  0.10
H: -5.417 4.937 -2.288  0.01
H: -6.681 4.946 -1.163  0.13
H: -1.787 0.764 0.022  0.03
H: -1.706 1.617 -1.575  0.01
H: -3.155 0.390 -1.248  0.14
O: 2.607 -1.444 5.057  0.05
C: 3.030 -1.282 3.901  -0.45
O: 4.017 -1.909 3.326  0.00
C: 4.685 -3.033 4.036  -0.20
C: 5.451 -3.795 3.006  -0.08
C: 2.453 -0.076 2.908  0.05
H: 3.917 -3.583 4.424  0.07
H: 5.300 -2.742 5.003  0.17
H: 4.975 -4.260 2.207  0.04
H: 6.075 -4.529 3.549  0.09
H: 6.144 -2.977 2.567  0.11
H: 1.976 -0.280 1.927  0.06
H: 2.853 0.821 2.896  0.00
H: 1.656 0.213 3.536  0.00
O: 1.275 5.990 4.479  0.05
C: 0.956 4.960 3.842  -0.50
O: -0.344 4.442 3.777  -0.07
C: -1.461 5.132 4.386  -0.20
C: -2.701 4.661 3.621  -0.05
C: 1.950 4.248 3.025  0.03
H: -1.470 6.254 4.604  0.14
H: -1.397 4.673 5.402  0.13
H: -2.733 5.057 2.714  0.02
H: -3.385 4.818 4.303  0.02
H: -2.740 3.469 3.556  0.12
H: 1.550 4.177 2.102  0.00
H: 1.937 3.085 3.642  0.20
H: 2.838 4.852 3.254  0.10
O: -1.494 -3.348 3.210  -0.04
C: -0.391 -3.482 2.553  -0.40
O: 0.452 -4.467 2.781  0.03
C: 0.406 -5.231 3.981  -0.24
C: 1.167 -6.449 3.897  -0.07
C: -0.045 -2.546 1.418  0.05
H: -0.588 -5.286 4.324  0.11
H: 0.783 -4.570 4.748  0.13
H: 2.210 -6.452 3.669  0.07
H: 0.851 -7.048 3.167  0.02
H: 0.919 -7.148 4.881  0.16
H: -0.629 -2.874 0.629  0.08
H: 0.975 -2.652 1.344  0.06
H: -0.285 -1.510 1.431  0.05
C: -0.801 0.419 3.026  -0.01
C: -2.020 0.226 3.926  -0.37
O: -2.810 1.150 4.225  0.00
C: -2.332 -1.316 4.211  -0.02
H: -1.231 1.211 2.282  0.11
H: -0.442 -0.416 2.647  -0.03
H: 0.165 0.878 3.554  0.12
H: -2.546 -1.933 3.354  0.05
H: -3.099 -1.501 4.976  0.08
H: -1.388 -1.689 4.597  0.07

Relative energy (zero: lowest compared OMol25 entry of this formula, charge and spin) in kJ/mol: 54.1
Total energy in eV: -85985.9944
Gap between HOMO and LUMO in hartree: 0.2837
Strongest force on any atom in eV Å⁻¹: 9.19
Charge: 0
M in g/mol: 807.0
Lowest unoccupied orbital energy in Ha: -0.00858